Computed, not measured: a molecular structure, C50H48BrN6OS3SeSiTl, with ωB97M-V/def2-TZVPD.

```
! RIJCOSX wB97M-V def2-TZVPD def2/J DEFGRID3
* xyz 0 1
Tl -0.246 -0.646 0.346
S 1.981 -0.803 -0.917
C 2.393 -2.502 -1.139
C 3.605 -2.759 -1.795
C 4.044 -4.050 -2.028
C 3.248 -5.121 -1.632
C 2.050 -4.879 -0.985
C 1.611 -3.578 -0.693
S 0.130 -3.361 0.207
H 4.205 -1.916 -2.119
H 4.999 -4.217 -2.509
H 3.564 -6.139 -1.821
H 1.423 -5.704 -0.672
N 3.749 -0.904 2.625
C 3.823 -2.005 3.504
C 5.051 -2.578 3.781
C 5.148 -3.638 4.676
C 4.010 -4.133 5.286
C 2.773 -3.566 4.994
C 2.677 -2.503 4.114
S 1.091 -1.798 3.784
N 1.417 -0.571 2.669
C 2.589 -0.266 2.276
C 2.750 0.972 1.437
C 3.978 1.603 1.307
C 4.069 2.733 0.508
C 2.924 3.228 -0.084
C 1.726 2.569 0.162
N 1.639 1.462 0.886
H 4.562 -0.725 2.063
H 5.940 -2.195 3.290
H 6.117 -4.069 4.890
H 4.072 -4.960 5.980
H 1.868 -3.957 5.447
H 4.856 1.237 1.819
H 5.025 3.217 0.356
H 2.944 4.108 -0.712
H 0.791 2.934 -0.247
C -0.789 -3.350 -3.334
N -2.174 -3.196 -3.764
C -2.840 -3.999 -4.672
C -4.071 -3.478 -4.837
N -4.146 -2.358 -4.025
C -5.271 -1.450 -3.914
C -2.977 -2.185 -3.363
Se -2.571 -0.818 -2.213
H -0.413 -4.302 -3.701
H -0.726 -3.326 -2.246
H -0.185 -2.531 -3.729
H -2.381 -4.868 -5.108
H -4.896 -3.800 -5.446
H -6.122 -1.887 -4.432
H -5.019 -0.485 -4.354
H -5.512 -1.296 -2.863
C -2.509 0.289 -7.669
C -1.795 0.693 -6.407
C -0.537 0.194 -6.104
C 0.111 0.521 -4.918
C 1.478 -0.058 -4.636
C -0.552 1.341 -4.000
C 0.024 1.471 -2.650
O -0.643 1.506 -1.636
C -1.797 1.914 -4.312
C -2.497 2.871 -3.381
C -2.389 1.587 -5.519
H -1.910 -0.402 -8.261
H -2.738 1.160 -8.286
H -3.456 -0.200 -7.431
H -0.042 -0.470 -6.806
H 1.796 -0.691 -5.463
H 1.491 -0.654 -3.720
H 2.223 0.730 -4.509
H 1.125 1.488 -2.574
H -2.944 2.323 -2.550
H -3.289 3.399 -3.911
H -1.808 3.603 -2.958
H -3.351 2.023 -5.768
Br -3.198 5.152 0.223
C -2.112 4.101 1.357
C -1.574 4.635 2.511
C -0.779 3.815 3.298
C -0.566 2.506 2.895
N -1.097 1.999 1.786
C -1.858 2.779 1.026
H -1.774 5.662 2.787
H -0.335 4.189 4.211
H 0.054 1.827 3.472
H -2.269 2.338 0.122
C -1.720 -4.076 5.336
C -2.042 -2.750 5.580
C -2.206 -1.875 4.513
C -2.060 -2.310 3.193
C -1.743 -3.651 2.965
C -1.571 -4.524 4.027
Si -2.387 -1.064 1.850
C -3.823 -1.678 0.840
C -3.771 -2.892 0.148
C -4.877 -3.364 -0.539
C -6.056 -2.624 -0.551
C -6.117 -1.407 0.113
C -5.003 -0.938 0.803
H -1.586 -4.763 6.163
H -2.162 -2.394 6.595
H -2.447 -0.836 4.713
H -1.596 -4.022 1.961
H -1.314 -5.558 3.833
H -2.769 0.211 2.485
H -2.851 -3.468 0.129
H -4.822 -4.306 -1.070
H -6.925 -2.995 -1.080
H -7.030 -0.826 0.099
H -5.062 0.013 1.322
*
```

Computed properties:
energy relative to the best compared isomer or geometry (same formula, charge and spin)	1.6943	eV
M	1236.5	u
LUMO energy	0.00050	Ha
calculated total energy	-8969.92457	Eh

Löwdin population analysis, charges in e, atoms 1 to 8: atom 1 (Tl): 0.46, atom 2 (S): 0.67, atom 3 (C): -0.65, atom 4 (C): -0.15, atom 5 (C): -0.12, atom 6 (C): -0.11, atom 7 (C): -0.14, atom 8 (C): -0.71


Computed, not measured: 2 unconnected molecules or ions with the total composition C4H11O3, with ωB97M-V/def2-TZVPD.

```
! RIJCOSX wB97M-V def2-TZVPD def2/J DEFGRID3
* xyz -1 1
C 0.531 -1.066 1.160
C -0.807 -0.326 1.217
C -1.472 -0.224 -0.175
O -0.697 0.192 -1.195
C 1.645 -0.145 0.751
O 2.886 -0.885 0.646
H 0.414 -1.930 0.491
H 0.853 -1.502 2.108
H -1.468 -0.753 1.976
H -0.595 0.719 1.487
H -2.412 0.374 -0.001
H -1.993 -1.201 -0.365
H 1.441 0.502 -0.102
H 1.878 0.556 1.562
H 2.739 -1.487 -0.092
H -1.245 1.406 -1.678
H -2.676 2.010 -2.246
O -1.774 2.264 -2.037
*
```

Computed properties:
energy relative to the best compared isomer or geometry (same formula, charge and spin)	0.7319	eV
M	107.1	u
LUMO energy	0.13984	Ha
calculated total energy	-384.72673	Eh

Löwdin population analysis, charges in e, atoms 1 to 8: atom 1 (C): -0.22, atom 2 (C): -0.21, atom 3 (C): -0.49, atom 4 (O): -0.28, atom 5 (C): -0.28, atom 6 (O): -0.11, atom 7 (H): 0.11, atom 8 (H): 0.10


Computed, not measured: 12 unconnected molecules or ions with the total composition C48H132N12O12, with ωB97M-V/def2-TZVPD.

```
! RIJCOSX wB97M-V def2-TZVPD def2/J DEFGRID3
* xyz 0 1
C -4.870 -18.250 15.585
O -5.287 -18.275 14.183
C -5.786 -17.034 13.593
C -7.352 -16.949 13.670
C -7.996 -17.864 12.612
N -7.998 -15.677 13.587
H -4.128 -17.470 15.757
H -4.447 -19.233 15.792
H -5.767 -18.067 16.177
H -5.383 -16.211 14.184
H -5.579 -17.022 12.523
H -7.579 -17.333 14.664
H -9.050 -18.029 12.835
H -7.636 -18.893 12.575
H -7.945 -17.455 11.603
H -9.000 -15.728 13.702
H -7.730 -15.166 14.416
C -17.965 -17.409 15.756
O -18.175 -15.997 15.793
C -19.544 -15.603 15.832
C -19.709 -14.098 15.722
C -18.998 -13.251 16.848
N -21.080 -13.742 15.764
H -16.926 -17.728 15.840
H -18.310 -17.855 14.823
H -18.560 -17.857 16.552
H -19.942 -16.071 14.932
H -19.987 -15.923 16.775
H -19.254 -13.789 14.781
H -19.371 -13.484 17.845
H -18.989 -12.201 16.557
H -17.997 -13.680 16.903
H -21.610 -14.003 14.946
H -21.181 -12.743 15.878
C -11.024 -16.372 18.394
O -10.152 -16.240 19.459
C -9.107 -17.283 19.620
C -8.113 -16.895 20.777
C -7.099 -15.904 20.255
N -7.252 -17.922 21.266
H -11.440 -17.374 18.502
H -10.549 -16.178 17.432
H -11.842 -15.657 18.483
H -9.510 -18.240 19.952
H -8.596 -17.420 18.667
H -8.605 -16.595 21.702
H -6.418 -16.247 19.476
H -6.562 -15.496 21.112
H -7.684 -15.057 19.897
H -6.444 -18.135 20.698
H -7.790 -18.740 21.516
C -15.843 -17.242 19.394
O -15.918 -18.395 18.610
C -14.995 -19.432 18.877
C -15.238 -20.699 18.108
C -16.590 -21.380 18.367
N -14.323 -21.753 18.377
H -16.736 -16.653 19.189
H -14.960 -16.604 19.370
H -15.885 -17.552 20.439
H -13.968 -19.105 18.714
H -15.073 -19.593 19.952
H -15.128 -20.429 17.058
H -16.795 -22.259 17.757
H -17.376 -20.643 18.200
H -16.648 -21.741 19.394
H -14.520 -22.639 17.934
H -14.414 -22.015 19.348
C -16.200 -15.645 12.558
O -16.886 -14.561 11.982
C -17.942 -14.830 11.066
C -18.584 -13.572 10.565
C -19.341 -12.727 11.606
N -19.658 -14.000 9.647
H -16.824 -16.175 13.277
H -15.357 -15.167 13.058
H -15.848 -16.393 11.847
H -17.511 -15.398 10.241
H -18.689 -15.458 11.550
H -17.939 -12.914 9.982
H -19.755 -11.840 11.126
H -18.607 -12.304 12.291
H -20.047 -13.307 12.201
H -20.343 -13.295 9.417
H -20.217 -14.765 9.998
C -14.066 -15.996 16.357
O -12.817 -15.350 16.161
C -12.828 -14.702 14.932
C -11.422 -14.496 14.319
C -11.302 -13.872 12.879
N -10.773 -15.791 14.272
H -14.884 -15.278 16.299
H -13.983 -16.342 17.387
H -14.251 -16.872 15.736
H -13.420 -15.292 14.232
H -13.321 -13.736 15.043
H -10.768 -13.930 14.981
H -11.733 -14.628 12.222
H -10.281 -13.600 12.611
H -11.995 -13.035 12.964
H -11.273 -16.364 13.607
H -11.081 -16.249 15.118
C -8.309 -14.679 16.836
O -7.057 -14.280 16.212
C -6.312 -13.367 16.992
C -5.029 -12.775 16.288
C -3.990 -13.869 16.145
N -4.579 -11.542 16.882
H -8.995 -15.218 16.182
H -8.917 -13.861 17.224
H -7.995 -15.341 17.642
H -6.936 -12.549 17.350
H -6.052 -13.871 17.923
H -5.371 -12.553 15.277
H -4.170 -14.479 15.259
H -4.080 -14.526 17.010
H -2.960 -13.529 16.036
H -3.926 -10.988 16.345
H -4.098 -11.754 17.744
C -4.448 -11.394 11.685
O -5.480 -11.807 12.661
C -5.826 -13.142 12.611
C -6.515 -13.543 11.273
C -7.773 -12.702 10.932
N -6.877 -14.915 11.050
H -4.731 -11.715 10.683
H -3.456 -11.820 11.835
H -4.343 -10.318 11.826
H -5.038 -13.774 13.021
H -6.616 -13.318 13.341
H -5.774 -13.466 10.477
H -8.630 -12.930 11.565
H -8.109 -12.850 9.906
H -7.502 -11.651 11.029
H -6.086 -15.521 11.213
H -7.392 -15.145 11.887
C -10.078 -10.955 15.913
O -9.253 -10.002 15.236
C -7.882 -10.404 15.194
C -7.211 -9.093 14.627
C -7.738 -8.638 13.266
N -5.838 -9.409 14.336
H -9.735 -11.222 16.913
H -10.324 -11.876 15.384
H -11.099 -10.582 15.992
H -7.481 -10.732 16.153
H -7.713 -11.284 14.575
H -7.250 -8.321 15.397
H -7.229 -7.755 12.879
H -8.790 -8.380 13.392
H -7.720 -9.401 12.488
H -5.864 -10.138 13.637
H -5.409 -9.745 15.186
C -10.102 -15.198 9.837
O -11.476 -15.052 9.714
C -11.971 -15.388 8.461
C -13.341 -14.760 8.228
C -14.307 -15.217 9.355
N -13.958 -15.285 6.970
H -9.538 -15.020 8.921
H -9.806 -16.228 10.034
H -9.616 -14.630 10.630
H -11.313 -15.119 7.635
H -12.009 -16.476 8.410
H -13.314 -13.671 8.215
H -14.012 -14.897 10.354
H -14.380 -16.303 9.398
H -15.316 -14.829 9.213
H -14.938 -15.043 6.991
H -13.492 -14.945 6.141
C -15.794 -10.800 17.080
O -14.673 -10.838 17.940
C -13.710 -11.864 17.621
C -12.609 -12.121 18.643
C -11.956 -10.825 19.022
N -11.637 -13.039 18.159
H -15.633 -10.477 16.051
H -16.544 -10.091 17.428
H -16.269 -11.781 17.056
H -14.176 -12.844 17.514
H -13.273 -11.524 16.683
H -13.060 -12.516 19.553
H -12.698 -10.217 19.539
H -11.453 -10.291 18.215
H -11.241 -11.012 19.823
H -12.115 -13.776 17.660
H -11.210 -13.434 18.984
C -12.826 -17.569 12.045
O -12.816 -17.898 13.398
C -12.869 -19.326 13.624
C -12.855 -19.636 15.126
C -11.746 -18.923 15.837
N -12.754 -21.035 15.420
H -12.699 -16.525 11.762
H -13.831 -17.808 11.697
H -12.204 -18.172 11.382
H -13.790 -19.702 13.178
H -11.936 -19.682 13.185
H -13.810 -19.290 15.522
H -11.548 -19.188 16.875
H -11.966 -17.856 15.801
H -10.843 -19.120 15.259
H -13.576 -21.506 15.069
H -12.768 -21.307 16.392
*
```

Computed properties:
energy relative to the best compared isomer or geometry (same formula, charge and spin)	5.3624	eV
M	1069.7	u
LUMO energy	0.01575	Ha
calculated total energy	-3467.58949	Eh

Löwdin population analysis, charges in e, atoms 1 to 8: atom 1 (C): -0.07, atom 2 (O): -0.21, atom 3 (C): -0.14, atom 4 (C): -0.41, atom 5 (C): -0.05, atom 6 (N): 0.04, atom 7 (H): 0.07, atom 8 (H): 0.08